The following is a DFT calculation (ωB97M-V/def2-TZVPD) of a molecular structure, C4H3BrO in a non-equilibrium geometry.

Geometry (Å):
Br (2.570, -2.801, -0.562)
O (-1.159, -0.224, -1.984)
C (0.382, 0.027, 0.919)
C (-0.586, -0.109, -0.962)
C (-0.627, 0.923, 0.224)
C (0.396, -0.781, -0.129)
H (-1.606, 1.006, 0.693)
H (-0.232, 1.893, -0.072)
H (0.863, 0.066, 1.872)

Results
F_max = 2.79 eV/A
HOMO level (spin up / spin down) = -9.5 / -9.5 eV
ΔE to the lowest compared entry with this formula, charge and spin = 315.7 kJ/mol
charge = 0
calculated total energy = -76281.6307 eV

The following is a DFT calculation (ωB97M-V/def2-TZVPD) of a molecular structure, C14H17CuF6N4O5S2.

Geometry (Å):
Cu (0.425, -0.872, -0.452)
S (0.342, -3.670, 0.798)
S (1.762, 0.248, -2.241)
F (-3.301, 1.368, -2.368)
F (-4.652, -1.330, -3.410)
F (-2.884, 0.774, -0.334)
F (-2.870, -0.495, -4.318)
F (-2.896, -2.563, -3.698)
F (-4.760, 0.222, -1.247)
O (0.827, 0.627, 3.158)
O (-1.425, -0.583, -2.067)
O (0.869, 0.372, 0.951)
O (-0.581, -1.743, -1.835)
O (1.440, -4.098, 1.715)
N (-0.060, 2.115, -1.974)
N (2.984, 2.010, -0.122)
N (-0.073, -2.111, 1.000)
N (1.798, 2.481, -0.712)
C (-2.781, -0.947, -1.960)
C (-3.299, -1.333, -3.365)
C (0.205, -1.508, 2.300)
C (-3.443, 0.360, -1.477)
C (-3.300, -4.567, 2.494)
C (-3.079, -2.056, -0.965)
C (1.154, 1.688, -1.597)
C (-2.141, -6.616, 2.089)
C (-2.227, -3.853, 1.973)
C (-1.103, -4.520, 1.521)
C (-1.067, -5.908, 1.578)
C (-4.448, -6.730, 3.095)
C (0.662, -0.058, 2.162)
C (-3.276, -5.954, 2.555)
H (-0.667, -1.499, 2.964)
H (2.708, 1.365, 0.621)
H (-2.102, -7.699, 2.131)
H (-4.966, -7.266, 2.296)
H (-0.182, -6.431, 1.234)
H (-0.625, 1.433, -2.460)
H (3.460, 2.809, 0.275)
H (-2.256, -2.774, 1.910)
H (-5.169, -6.069, 3.576)
H (0.998, -2.043, 2.833)
H (-2.802, -1.725, 0.033)
H (-4.135, -2.323, -0.992)
H (-4.126, -7.471, 3.829)
H (-0.533, 2.848, -1.470)
H (1.179, 2.982, -0.085)
H (-4.173, -4.034, 2.855)
H (-2.462, -2.913, -1.209)

Results
F_max = 0.42 eV/A
HOMO level (spin up / spin down) = -5.1 / -5.1 eV
spin multiplicity = 2
ΔE to the lowest compared entry with this formula, charge and spin = 368.2 kJ/mol
charge = -1
calculated total energy = -113607.2867 eV

The following is a DFT calculation (ωB97M-V/def2-TZVPD) of 2 unconnected molecules or ions with the total composition CH4NOS in a non-equilibrium geometry.

Geometry (Å):
S (-1.336, -1.785, 0.882)
O (1.672, 2.162, -1.318)
N (0.712, 0.494, 0.056)
C (0.645, 1.468, -0.865)
H (1.282, 0.455, 0.838)
H (-1.729, -2.861, 1.614)
H (-0.358, 1.522, -1.231)
H (-0.051, -0.113, 0.013)

Results
F_max = 6.01 eV/A
HOMO level = -3.1 eV
ΔE to the lowest compared entry with this formula, charge and spin = 81.8 kJ/mol
charge = -1
calculated total energy = -15475.6483 eV

The following is a DFT calculation (ωB97M-V/def2-TZVPD) of 2 unconnected molecules or ions with the total composition C2H5FS in a non-equilibrium geometry.

Geometry (Å):
S (-3.482, -0.101, 0.240)
F (0.402, 0.010, 0.981)
C (1.403, 0.391, 0.143)
C (2.441, -0.450, 0.039)
H (2.537, -1.255, 0.716)
H (-3.160, 0.470, -0.875)
H (-4.734, -0.280, -0.367)
H (3.302, -0.196, -0.516)
H (1.291, 1.412, -0.361)

Results
F_max = 2.23 eV/A
HOMO level = -9.7 eV
ΔE to the lowest compared entry with this formula, charge and spin = 96.7 kJ/mol
charge = 0
calculated total energy = -15706.3539 eV

The following is a DFT calculation (ωB97M-V/def2-TZVPD) of a single C21H23N3O2S molecule.

Geometry (Å):
S (2.060, 3.592, 0.651)
O (2.760, -0.513, -0.688)
O (-1.347, 2.446, -0.912)
N (0.676, 1.392, -0.796)
N (-0.227, -2.038, -1.498)
N (1.132, -2.096, -1.193)
C (3.071, -3.478, -0.837)
C (-0.148, 2.453, -0.712)
C (0.019, 2.640, 2.298)
C (-0.781, 1.522, 2.093)
C (-2.087, -0.406, -1.430)
C (1.490, 2.569, 2.085)
C (3.524, -5.334, -2.293)
C (1.589, -3.965, -2.676)
C (-1.053, -3.155, -1.099)
C (-0.586, 3.833, 2.676)
C (-1.957, 3.910, 2.826)
C (1.924, -3.189, -1.570)
C (3.868, -4.544, -1.208)
C (-4.250, 2.889, 2.724)
C (-0.646, -0.734, -1.299)
C (2.387, -5.039, -3.026)
C (0.564, 3.752, -0.369)
C (0.438, 0.038, -1.008)
C (-2.151, 1.602, 2.248)
C (1.606, -0.825, -0.929)
C (-2.760, 2.798, 2.606)
H (3.337, -2.852, -0.001)
H (-4.543, 3.737, 3.337)
H (4.761, -4.763, -0.642)
H (0.028, 4.708, 2.844)
H (-1.943, -3.178, -1.726)
H (-2.466, -0.739, -2.395)
H (-2.664, -0.898, -0.647)
H (-2.219, 0.669, -1.339)
H (0.723, -3.713, -3.269)
H (-0.497, -4.079, -1.243)
H (4.145, -6.171, -2.573)
H (-2.410, 4.849, 3.110)
H (2.042, 2.980, 2.931)
H (1.822, 1.547, 1.903)
H (1.669, 1.560, -0.630)
H (0.912, 4.224, -1.290)
H (-4.688, 3.017, 1.734)
H (-2.760, 0.726, 2.079)
H (-0.326, 0.583, 1.810)
H (-1.354, -3.086, -0.049)
H (2.123, -5.640, -3.884)
H (-0.148, 4.420, 0.117)
H (-4.661, 1.979, 3.157)

Results
F_max = 0.70 eV/A
HOMO level = -8.0 eV
ΔE to the lowest compared entry with this formula, charge and spin = 129.9 kJ/mol
charge = 0
calculated total energy = -41551.2985 eV

The following is a DFT calculation (ωB97M-V/def2-TZVPD) of a molecular structure, C12H28F8NNiO21P4S2V in a non-equilibrium geometry.

Geometry (Å):
Ni (-0.337, 0.099, 2.592)
V (3.446, 2.490, -0.385)
S (2.170, 2.821, -3.436)
S (4.818, 2.845, -3.401)
P (2.937, 1.681, 2.963)
P (1.511, -2.902, 2.197)
P (-2.345, 2.957, 3.293)
P (-4.872, -2.628, -3.066)
F (4.012, 0.873, 3.960)
F (6.451, 5.000, -4.046)
F (2.669, 3.201, 3.615)
F (3.051, 0.288, -3.758)
F (4.315, 5.526, -4.156)
F (1.409, 0.883, -5.185)
F (1.016, 0.504, -3.145)
F (5.439, 5.388, -2.203)
O (1.512, 1.030, 2.927)
O (2.987, -2.614, 1.565)
O (0.871, -3.944, 0.995)
O (4.716, 2.371, -4.761)
O (-2.063, 4.024, 4.576)
O (5.990, 2.341, -2.658)
O (1.765, 1.112, -0.311)
O (1.725, -3.905, 3.444)
O (-5.266, -3.237, -4.548)
O (0.903, 3.085, -2.826)
O (0.722, -1.638, 2.460)
O (-0.056, 0.351, 0.630)
O (-3.223, -2.716, -3.197)
O (-5.379, -1.270, -2.717)
O (2.350, 3.500, -4.727)
O (-2.287, 3.914, 1.983)
O (-3.965, 2.724, 3.394)
O (-1.398, 1.796, 3.140)
O (0.879, -0.897, -0.972)
O (3.629, 2.123, 1.708)
O (-5.094, -3.830, -2.026)
N (3.360, 2.896, -2.388)
C (-5.642, -3.740, -0.732)
C (-2.452, -1.681, -2.627)
C (5.277, 4.828, -3.473)
C (1.098, -5.392, 1.019)
C (-4.495, 1.811, 4.262)
C (2.792, -3.484, 4.316)
C (3.220, -2.727, 0.186)
C (-1.652, 3.412, 0.747)
C (0.815, 0.242, -0.266)
C (1.929, 1.000, -3.954)
C (-4.707, -2.607, -5.806)
C (-0.858, 3.958, 5.434)
H (3.554, -3.746, -0.012)
H (0.343, -5.999, 1.518)
H (-0.717, 4.895, 5.973)
H (-2.235, -0.982, -3.435)
H (1.152, -5.665, -0.035)
H (-4.934, -3.255, -6.653)
H (-5.643, -2.780, -0.215)
H (-2.901, -1.082, -1.835)
H (1.653, -0.652, -1.485)
H (-1.614, 4.183, -0.022)
H (2.053, -5.521, 1.529)
H (-5.362, 1.256, 3.903)
H (4.037, -2.015, 0.069)
H (-6.697, -3.867, -0.975)
H (-5.276, -4.523, -0.068)
H (-3.763, 1.201, 4.791)
H (-0.684, 2.910, 0.735)
H (2.930, -4.037, 5.245)
H (-2.381, 2.786, 0.233)
H (0.149, 3.723, 5.087)
H (-4.966, 2.581, 4.872)
H (2.339, -2.537, -0.428)
H (-4.960, -1.547, -5.820)
H (3.695, -3.576, 3.714)
H (-1.451, -1.940, -2.281)
H (2.813, -2.426, 4.578)
H (-3.620, -2.528, -5.833)
H (-1.207, 3.280, 6.212)

Results
F_max = 5.57 eV/A
HOMO level (spin up / spin down) = -5.3 / -9.7 eV
spin multiplicity = 7
charge = 0
calculated total energy = -204686.5390 eV

The following is a DFT calculation (ωB97M-V/def2-TZVPD) of a gas-phase ion, C7H10BO4 (charge -1) in a non-equilibrium geometry.

Geometry (Å):
O (-3.814, 0.739, -1.173)
O (-0.350, 2.035, 0.075)
O (2.042, 2.695, 0.051)
O (-4.449, -0.163, 0.805)
C (-2.385, 0.884, 0.721)
C (-1.209, 0.999, -0.270)
C (-1.111, -1.447, -0.559)
C (2.116, -0.826, 0.056)
C (1.039, -0.076, -0.595)
C (-0.432, -0.318, -0.370)
C (-3.632, 0.379, 0.012)
B (0.990, 1.818, -0.176)
H (-2.285, 0.238, 1.493)
H (1.896, 3.626, 0.442)
H (-2.554, 1.987, 1.180)
H (3.068, -0.350, -0.136)
H (-1.836, 1.153, -1.121)
H (-0.717, -2.453, -0.906)
H (2.266, -1.946, -0.218)
H (2.043, -0.812, 1.085)
H (1.064, -0.012, -1.644)
H (-2.147, -1.370, -0.377)

Results
F_max = 4.62 eV/A
HOMO level = -4.2 eV
ΔE to the lowest compared entry with this formula, charge and spin = 30.7 kJ/mol
charge = -1
calculated total energy = -16289.3089 eV

The following is a DFT calculation (ωB97M-V/def2-TZVPD) of a single C22H26N2O4 molecule.

Geometry (Å):
O (0.398, -1.637, -1.226)
O (-1.660, 0.849, 2.078)
O (5.983, 1.356, 0.266)
O (5.087, -0.301, -1.514)
N (-2.100, -0.100, 0.047)
N (0.743, -0.436, 0.692)
C (6.524, 2.250, 1.204)
C (-2.098, 0.925, 0.942)
C (4.660, -1.201, -2.507)
C (2.542, 0.902, 1.518)
C (-3.509, 4.263, -0.195)
C (-2.982, 3.351, 0.704)
C (0.017, -1.192, -0.162)
C (-3.617, -2.640, 0.159)
C (2.901, -0.408, -0.465)
C (-1.384, -3.838, 0.176)
C (-2.137, -2.577, -0.246)
C (-3.417, 2.640, -1.986)
C (-2.892, 1.728, -1.094)
C (-1.432, -1.351, 0.343)
C (-2.473, 0.305, -1.291)
C (4.689, 0.958, 0.426)
C (2.065, 0.016, 0.567)
C (3.846, 1.368, 1.444)
C (-2.682, 2.082, 0.240)
C (-3.723, 3.911, -1.521)
C (4.202, 0.054, -0.545)
C (-3.871, -2.651, 1.663)
H (-4.937, -2.759, 1.851)
H (4.376, -2.168, -2.080)
H (-4.044, -3.546, -0.279)
H (5.984, 3.203, 1.213)
H (-3.359, -3.480, 2.143)
H (0.254, -0.066, 1.501)
H (-1.414, -1.433, 1.435)
H (-4.151, -1.790, -0.271)
H (-1.290, -3.896, 1.258)
H (-4.134, 4.640, -2.204)
H (-3.544, -1.722, 2.124)
H (-2.081, -2.508, -1.338)
H (-1.910, -4.723, -0.176)
H (3.819, -0.800, -3.081)
H (1.898, 1.235, 2.318)
H (-1.619, 0.216, -1.974)
H (-0.387, -3.839, -0.255)
H (-3.286, -0.311, -1.687)
H (6.526, 1.825, 2.214)
H (5.516, -1.336, -3.167)
H (4.192, 2.058, 2.197)
H (-3.584, 2.375, -3.020)
H (2.510, -1.095, -1.194)
H (-3.757, 5.260, 0.136)
H (7.551, 2.423, 0.886)
H (-2.809, 3.607, 1.738)

Results
F_max = 0.61 eV/A
HOMO level = -7.6 eV
ΔE to the lowest compared entry with this formula, charge and spin = 153.7 kJ/mol
charge = 0
calculated total energy = -34407.1762 eV